1.
Molecular formula: C30H26AuN3P2S2Se2
Method: DFT, ωB97M-V/def2-TZVPD

Last column: natural (NBO) charge in e.
Cartesian coordinates (Å):
Au (-0.838, 1.324, -3.400)  0.91
Se (-3.090, 0.020, 3.152)  -0.47
P (-1.082, 0.261, 2.580)  1.25
C (-0.145, -1.167, 3.193)  -0.42
C (-0.212, -1.378, 4.567)  -0.11
C (0.387, -2.492, 5.120)  -0.23
C (1.054, -3.394, 4.303)  -0.19
C (1.117, -3.183, 2.938)  -0.22
C (0.506, -2.075, 2.380)  -0.18
C (-0.264, 1.688, 3.371)  -0.31
C (0.967, 1.587, 4.013)  -0.22
C (1.478, 2.688, 4.680)  -0.22
C (0.779, 3.884, 4.694)  -0.19
C (-0.436, 3.987, 4.035)  -0.20
C (-0.965, 2.887, 3.385)  -0.19
C (-0.958, 0.591, 0.811)  -0.27
C (-0.571, 0.212, -0.479)  -0.32
N (-1.065, 1.186, -1.289)  -0.39
N (-1.698, 2.071, -0.568)  -0.04
N (-1.651, 1.740, 0.673)  -0.25
P (0.391, -1.104, -1.207)  1.28
Se (0.697, -0.941, -3.324)  -0.35
C (2.028, -1.086, -0.430)  -0.42
C (2.960, -2.008, -0.893)  -0.13
C (4.251, -1.975, -0.404)  -0.22
C (4.614, -1.010, 0.523)  -0.18
C (3.687, -0.084, 0.972)  -0.19
C (2.388, -0.117, 0.499)  -0.18
C (-0.518, -2.651, -0.934)  -0.32
C (-1.834, -2.630, -1.385)  -0.20
C (-2.592, -3.783, -1.339)  -0.18
C (-2.037, -4.950, -0.838)  -0.18
C (-0.729, -4.965, -0.381)  -0.21
C (0.044, -3.819, -0.439)  -0.21
H (-0.744, -0.669, 5.186)  0.23
H (0.329, -2.664, 6.183)  0.22
H (1.510, -4.272, 4.735)  0.22
H (1.637, -3.889, 2.309)  0.21
H (0.530, -1.902, 1.315)  0.20
H (1.522, 0.658, 3.998)  0.22
H (2.422, 2.609, 5.199)  0.21
H (1.173, 4.733, 5.234)  0.21
H (-0.979, 4.919, 4.036)  0.22
H (-1.916, 2.934, 2.875)  0.26
H (2.664, -2.728, -1.646)  0.22
H (4.976, -2.693, -0.755)  0.22
H (5.629, -0.972, 0.887)  0.22
H (3.974, 0.673, 1.686)  0.23
H (1.662, 0.601, 0.856)  0.24
H (-2.248, -1.706, -1.770)  0.23
H (-3.612, -3.770, -1.692)  0.23
H (-2.626, -5.854, -0.810)  0.22
H (-0.309, -5.874, 0.023)  0.22
H (1.069, -3.831, -0.095)  0.22
C (-1.310, 3.133, -7.686)  -0.64
C (-1.381, 2.845, -6.217)  -0.23
S (-0.507, 1.444, -5.753)  -0.07
C (-2.087, 3.642, -5.351)  -0.24
C (-2.841, 4.852, -5.808)  -0.64
S (-2.217, 3.383, -3.661)  0.01
H (-0.698, 2.377, -8.170)  0.22
H (-0.868, 4.112, -7.866)  0.22
H (-2.305, 3.117, -8.129)  0.22
H (-2.760, 5.018, -6.876)  0.23
H (-2.462, 5.725, -5.279)  0.22
H (-3.890, 4.736, -5.540)  0.22

## Properties
**Energy above the lowest of the compared OMol25 structures with the same formula, charge and spin**: 34.17 kcal per mole
**Gap between HOMO and LUMO**: 5.18 eV
**Lowest unoccupied orbital energy**: -1.989 eV
**HOMO energy**: -7.2 eV

---

2.
Molecular formula: C7H11N
Method: DFT, ωB97M-V/def2-TZVPD

Last column: natural (NBO) charge in e.
Cartesian coordinates (Å):
C (0.864, 2.007, -0.180)  -0.38
C (0.059, 0.965, -0.157)  0.00
C (-1.400, 1.202, -0.313)  -0.64
C (0.581, -0.447, 0.214)  -0.07
C (-0.173, -1.562, -0.428)  -0.63
C (0.742, -0.619, 1.805)  -0.63
C (2.125, -0.526, -0.498)  0.27
N (3.112, -0.494, -1.063)  -0.37
H (1.962, 1.824, -0.057)  0.21
H (0.478, 2.972, -0.295)  0.20
H (-2.022, 0.737, 0.389)  0.21
H (-1.591, 0.738, -1.305)  0.22
H (-1.688, 2.233, -0.446)  0.23
H (-1.185, -1.707, 0.053)  0.22
H (0.403, -2.447, -0.333)  0.23
H (-0.359, -1.401, -1.548)  0.23
H (1.030, -1.610, 2.297)  0.24
H (-0.270, -0.475, 2.317)  0.22
H (1.552, 0.200, 2.189)  0.24

## Properties
**Energy above the lowest of the compared OMol25 structures with the same formula, charge and spin**: 55.18 kcal per mole
**Gap between HOMO and LUMO**: 10.49 eV
**Lowest unoccupied orbital energy**: 0.701 eV
**HOMO energy**: -9.8 eV
**SMILES**: C=C(C)C(C)(C)C#N

---

3.
Molecular formula: C3H6O3
Method: DFT, ωB97M-V/def2-TZVPD

Last column: natural (NBO) charge in e.
Cartesian coordinates (Å):
C (-0.045, -1.085, -0.056)  0.03
C (0.146, 0.754, 0.816)  0.21
C (-0.856, 0.374, -0.281)  0.13
O (0.650, -1.591, -1.092)  -0.68
O (1.108, 1.681, 0.654)  -0.62
O (-2.100, 0.406, -0.065)  -0.78
H (0.456, -1.244, -1.973)  0.51
H (1.320, 1.761, -0.289)  0.49
H (-0.349, -1.960, 0.528)  0.22
H (-0.251, 0.788, 1.832)  0.22
H (0.364, -0.712, 1.169)  0.20
H (-0.443, 0.827, -1.244)  0.07

## Properties
**Energy above the lowest of the compared OMol25 structures with the same formula, charge and spin**: 152.47 kcal per mole
**Gap between HOMO and LUMO**: 8.26 eV
**Lowest unoccupied orbital energy**: 0.308 eV
**HOMO energy**: -8.0 eV

---

4.
Molecular formula: C5H6O
Method: DFT, ωB97M-V/def2-TZVPD

Last column: natural (NBO) charge in e.
Cartesian coordinates (Å):
C (0.399, -0.743, -1.555)  -0.45
C (-0.102, -1.151, -0.386)  -0.18
C (-0.544, -0.278, 0.704)  -0.39
C (-0.583, 1.227, 0.553)  -0.53
C (0.738, 0.757, 0.942)  0.68
O (1.846, 0.844, 1.365)  -0.47
H (0.978, -1.420, -2.172)  0.21
H (0.261, 0.271, -1.926)  0.19
H (0.002, -2.197, -0.095)  0.21
H (-1.169, -0.728, 1.481)  0.23
H (-0.809, 1.754, -0.363)  0.24
H (-1.017, 1.664, 1.453)  0.26

## Properties
**Energy above the lowest of the compared OMol25 structures with the same formula, charge and spin**: 60.47 kcal per mole
**Gap between HOMO and LUMO**: 9.01 eV
**Lowest unoccupied orbital energy**: 0.761 eV
**HOMO energy**: -8.2 eV
**SMILES**: C=C[C@@H]1CC1=O

---

5.
Molecular formula: C14H51BN17O10Pd
Method: DFT, ωB97M-V/def2-TZVPD

Last column: Mulliken charge in e.
Cartesian coordinates (Å):
Pd (1.988, 1.406, -1.241)  0.14
B (0.410, -0.128, -1.642)  5.00
H (-0.222, -1.002, -1.833)  -1.00
H (0.519, 0.083, -0.576)  -0.79
H (1.376, -0.321, -2.117)  0.01
H (-0.087, 0.729, -2.107)  -0.87
C (-1.222, -1.891, 2.153)  -0.72
O (-2.020, -0.710, 2.085)  -0.41
C (-1.273, 0.515, 2.112)  1.51
C (-2.051, 1.701, 2.643)  -1.26
N (-2.743, 1.539, 3.915)  -0.45
C (-1.899, 1.099, 5.068)  -0.20
C (-2.654, 1.047, 6.400)  -0.50
O (-1.871, 0.370, 7.349)  -0.37
C (-2.117, -1.025, 7.450)  -0.64
H (-0.388, -1.670, 2.821)  0.38
H (-0.793, -2.197, 1.197)  0.05
H (-1.731, -2.754, 2.583)  0.36
H (-1.095, 0.793, 1.072)  -0.95
H (-0.295, 0.542, 2.595)  0.55
H (-2.864, 1.989, 1.974)  0.30
H (-1.515, 2.649, 2.693)  0.36
H (-3.257, 0.693, 3.705)  0.44
H (-0.939, 1.616, 5.043)  0.34
H (-1.596, 0.056, 4.947)  -0.04
H (-3.618, 0.538, 6.344)  0.31
H (-2.902, 2.037, 6.787)  0.32
H (-1.492, -1.491, 6.687)  0.25
H (-3.156, -1.341, 7.349)  0.29
H (-1.819, -1.355, 8.446)  0.25
C (0.614, 2.892, -3.787)  0.48
O (1.176, 2.803, -2.706)  -0.66
N (0.045, 1.863, -4.361)  -0.23
N (0.479, 4.026, -4.447)  -0.44
H (0.273, 0.941, -4.019)  0.21
H (-0.363, 2.001, -5.272)  0.22
H (0.945, 4.843, -4.082)  0.26
H (0.053, 4.106, -5.357)  0.15
C (-4.035, -1.754, -0.862)  0.65
O (-4.360, -0.590, -0.734)  -0.76
N (-4.751, -2.807, -0.570)  -0.46
N (-2.844, -2.129, -1.168)  -0.25
H (-4.449, -3.747, -0.769)  0.16
H (-5.648, -2.705, -0.119)  0.24
H (-2.537, -3.038, -0.856)  0.24
H (-2.150, -1.399, -1.092)  0.04
C (3.723, -3.793, -1.546)  0.61
O (4.560, -3.258, -0.879)  -0.55
N (3.288, -5.028, -1.429)  -0.47
N (3.041, -3.210, -2.495)  -0.22
H (2.852, -5.488, -2.213)  0.18
H (3.768, -5.600, -0.750)  0.24
H (3.081, -2.204, -2.554)  -0.02
H (2.322, -3.739, -2.963)  0.27
C (-2.715, 2.565, -1.018)  0.55
O (-2.208, 3.656, -1.126)  -0.85
N (-3.982, 2.376, -0.685)  -0.41
N (-2.195, 1.381, -1.031)  0.44
H (-4.438, 3.148, -0.222)  0.25
H (-4.384, 1.457, -0.563)  0.24
H (-1.252, 1.163, -1.334)  -1.15
H (-2.797, 0.647, -0.684)  -0.08
C (2.727, -0.706, 1.259)  0.49
O (2.672, 0.285, 0.517)  -0.42
N (2.420, -1.942, 0.878)  -0.07
N (3.060, -0.778, 2.555)  -0.44
H (2.141, -2.263, -0.036)  -0.08
H (2.475, -2.630, 1.611)  0.15
H (3.185, -1.672, 3.001)  0.12
H (3.343, 0.058, 3.043)  0.23
C (-0.384, -1.954, -4.822)  0.54
O (-0.302, -2.470, -5.895)  -0.70
N (-1.506, -1.537, -4.225)  -0.23
N (0.637, -1.935, -4.019)  -0.06
H (-2.365, -1.480, -4.749)  0.18
H (-1.479, -1.134, -3.301)  0.38
H (0.492, -1.652, -3.056)  -0.31
H (1.582, -2.082, -4.338)  0.14
C (4.891, 0.099, -2.591)  0.55
O (3.827, 0.488, -2.126)  -0.67
N (5.367, 0.367, -3.765)  -0.46
N (5.730, -0.597, -1.882)  -0.33
H (6.202, -0.083, -4.103)  0.17
H (4.757, 0.918, -4.350)  0.23
H (6.610, -0.940, -2.234)  0.17
H (5.304, -0.853, -1.004)  0.13
C (0.779, 3.542, 1.106)  0.32
O (1.133, 2.538, 0.436)  -0.62
N (1.439, 3.986, 2.184)  -0.41
N (-0.328, 4.162, 0.920)  -0.11
H (1.118, 4.868, 2.551)  0.14
H (2.299, 3.564, 2.499)  0.21
H (-0.530, 4.993, 1.455)  0.19
H (-1.078, 3.945, 0.274)  0.04

## Properties
**Multiplicity**: 3
**Expectation value of S²**: 2.00
**Gap between HOMO and LUMO (alpha / beta)**: 8.66 / 6.28 eV
**Lowest unoccupied orbital energy (alpha / beta)**: -1.953 / -4.332 eV
**HOMO energy (alpha / beta)**: -10.6 / -10.6 eV
**Charge**: +1

---

6.
Molecular formula: C21H29N3O3
Method: DFT, ωB97M-V/def2-TZVPD

Last column: natural (NBO) charge in e.
Cartesian coordinates (Å):
C (1.306, 4.554, 1.431)  -0.63
C (1.443, 3.692, 0.183)  -0.07
O (0.268, 2.921, -0.053)  -0.50
C (0.140, 1.778, 0.636)  0.80
O (1.002, 1.383, 1.405)  -0.65
C (-1.108, 1.074, 0.338)  -0.32
C (-2.097, 1.702, -0.451)  0.12
N (-3.194, 1.141, -0.851)  -0.48
C (-3.482, -0.107, -0.408)  0.25
C (-4.724, -0.671, -0.786)  -0.01
C (-5.639, 0.105, -1.684)  -0.43
C (-6.451, 1.116, -0.874)  -0.59
C (-5.089, -1.890, -0.266)  -0.19
C (-4.273, -2.557, 0.652)  -0.22
C (-3.053, -2.042, 1.001)  -0.19
C (-2.603, -0.833, 0.438)  -0.16
C (-1.325, -0.257, 0.740)  0.32
N (-0.381, -0.945, 1.436)  -0.61
C (0.084, -2.267, 1.069)  -0.21
C (1.287, -2.186, 0.119)  -0.41
C (2.557, -1.675, 0.805)  -0.22
N (3.602, -1.419, -0.174)  -0.44
C (4.940, -1.540, 0.380)  -0.25
C (5.960, -1.357, -0.744)  -0.07
O (5.823, -0.103, -1.368)  -0.52
C (4.520, 0.048, -1.881)  -0.07
C (3.467, -0.107, -0.786)  -0.25
H (0.430, 5.193, 1.352)  0.21
H (1.204, 3.921, 2.310)  0.22
H (2.191, 5.174, 1.544)  0.22
H (2.300, 3.017, 0.282)  0.20
H (1.559, 4.308, -0.711)  0.19
H (-1.932, 2.718, -0.785)  0.21
H (-5.043, 0.643, -2.420)  0.23
H (-6.315, -0.580, -2.200)  0.20
H (-5.778, 1.818, -0.388)  0.22
H (-7.124, 1.669, -1.525)  0.21
H (-7.040, 0.611, -0.111)  0.20
H (-6.038, -2.325, -0.545)  0.21
H (-4.616, -3.480, 1.095)  0.21
H (-2.456, -2.533, 1.753)  0.22
H (0.387, -0.336, 1.713)  0.43
H (0.365, -2.802, 1.982)  0.19
H (-0.716, -2.812, 0.569)  0.21
H (1.487, -3.176, -0.293)  0.21
H (1.026, -1.529, -0.712)  0.20
H (2.913, -2.443, 1.497)  0.19
H (2.344, -0.767, 1.390)  0.18
H (5.057, -2.534, 0.815)  0.20
H (5.126, -0.783, 1.163)  0.17
H (6.978, -1.395, -0.352)  0.19
H (5.821, -2.159, -1.485)  0.17
H (4.478, 1.045, -2.323)  0.19
H (4.338, -0.708, -2.661)  0.17
H (2.474, -0.008, -1.225)  0.20
H (3.600, 0.694, -0.036)  0.17

## Properties
**Energy above the lowest of the compared OMol25 structures with the same formula, charge and spin**: 55.28 kcal per mole
**Gap between HOMO and LUMO**: 8.27 eV
**Lowest unoccupied orbital energy**: 0.166 eV
**HOMO energy**: -8.1 eV
**SMILES**: CCOC(=O)c1cnc2c(CC)cccc2c1NCCCN1CCOCC1

---

7.
Molecular formula: C4H9O
Method: DFT, ωB97M-V/def2-TZVPD

Last column: natural (NBO) charge in e.
Cartesian coordinates (Å):
C (-1.192, -0.275, 0.194)  0.20
O (-2.148, 0.615, 0.083)  -0.92
C (-0.210, -0.694, -1.014)  -0.58
C (0.251, 0.076, 0.212)  -0.31
C (1.236, -0.655, 1.102)  -0.59
H (-1.487, -1.217, 0.718)  0.07
H (7.131, 4.020, -2.926)  -0.01
H (-0.503, -0.219, -1.940)  0.20
H (-0.083, -1.764, -1.070)  0.18
H (6.561, 4.320, -2.558)  0.01
H (0.371, 1.152, 0.159)  0.20
H (0.875, -1.678, 1.205)  0.19
H (1.296, -0.197, 2.095)  0.18
H (2.268, -0.749, 0.745)  0.17

## Properties
**Energy above the lowest of the compared OMol25 structures with the same formula, charge and spin**: 37.63 kcal per mole
**Gap between HOMO and LUMO**: 5.78 eV
**Lowest unoccupied orbital energy**: 4.075 eV
**HOMO energy**: -1.7 eV
**Charge**: -1

---

8.
Molecular formula: C23H39F9NO9PS3Sn
Method: DFT, ωB97M-V/def2-TZVPD

Last column: Mulliken charge in e.
Cartesian coordinates (Å):
C (0.060, 0.098, 5.328)  -0.62
C (1.677, 0.420, 5.492)  -0.37
C (2.068, 1.938, 4.910)  0.42
O (2.157, 2.997, 5.728)  -0.51
O (2.350, 2.015, 3.468)  -0.25
C (1.964, 3.312, 2.892)  -0.77
C (1.763, 3.240, 1.264)  -0.05
C (0.302, 2.564, 0.809)  0.31
S (-1.003, 3.834, 1.391)  -0.07
O (0.366, 2.430, -0.653)  -0.09
C (0.037, 1.073, -1.112)  -1.10
C (1.069, -0.101, -0.583)  0.84
C (0.808, -1.581, -1.255)  -0.28
C (0.705, -2.798, -0.112)  -0.92
C (-0.829, -3.099, 0.380)  0.30
C (-1.404, -4.339, -0.526)  -0.81
C (-2.950, -4.166, -1.044)  -0.78
C (-4.037, -3.797, 0.131)  -0.61
C (-5.153, -2.717, -0.451)  -0.39
C (-5.745, -1.753, 0.751)  -0.59
C (-5.667, -0.143, 0.420)  0.20
O (-6.995, 0.540, 0.511)  -0.43
C (-6.651, 1.986, 0.553)  -0.42
O (2.441, 0.383, -0.922)  -0.06
C (3.468, -0.383, -0.200)  -0.10
N (4.252, 0.427, 0.828)  -0.44
S (4.780, -1.007, -1.440)  1.16
O (4.421, -2.373, -2.071)  -0.56
O (6.144, -1.215, -0.679)  -0.63
C (5.097, 0.371, -2.684)  0.54
F (5.247, 1.622, -1.907)  -0.24
F (6.461, 0.086, -3.268)  -0.26
C (4.022, 0.436, -3.918)  0.58
F (2.866, -0.486, -3.793)  -0.21
F (4.772, -0.012, -5.150)  -0.25
C (3.422, 1.924, -4.250)  0.38
F (2.725, 2.570, -3.076)  -0.23
F (2.318, 1.704, -5.258)  -0.30
C (4.488, 2.942, -4.998)  0.67
F (5.881, 2.839, -4.509)  -0.17
F (4.556, 2.699, -6.488)  -0.18
F (3.898, 4.321, -4.846)  -0.21
P (-1.817, 0.693, -0.792)  1.47
O (-2.226, 0.416, 0.877)  -0.49
O (-2.459, -0.576, -1.857)  -0.62
S (-2.791, 2.331, -1.347)  -0.31
H (-0.138, -0.974, 5.792)  0.33
H (-0.294, 0.091, 4.203)  -0.06
H (-0.617, 0.856, 5.927)  0.30
H (2.057, 0.314, 6.597)  0.34
H (2.243, -0.333, 4.761)  0.20
H (2.888, 4.044, 3.080)  0.34
H (1.046, 3.819, 3.428)  0.42
H (2.668, 2.777, 0.677)  0.09
H (1.688, 4.372, 0.892)  0.35
H (0.051, 1.582, 1.392)  -0.43
H (-0.970, 4.978, 0.579)  0.22
H (0.159, 1.090, -2.300)  -0.08
H (1.059, -0.258, 0.585)  0.34
H (-0.074, -1.622, -2.025)  0.56
H (1.791, -1.850, -1.878)  0.21
H (1.356, -2.582, 0.839)  0.23
H (1.109, -3.810, -0.599)  0.38
H (-0.745, -3.516, 1.495)  0.41
H (-1.525, -2.161, 0.442)  -0.35
H (-0.748, -4.606, -1.466)  0.34
H (-1.392, -5.318, 0.156)  0.29
H (-3.081, -3.421, -1.955)  0.35
H (-3.278, -5.232, -1.470)  0.39
H (-3.528, -3.459, 1.129)  0.31
H (-4.639, -4.791, 0.387)  0.37
H (-6.044, -3.251, -1.038)  0.38
H (-4.615, -2.011, -1.214)  0.08
H (-6.857, -2.082, 0.940)  0.34
H (-5.075, -1.930, 1.714)  0.23
H (-5.295, 0.023, -0.690)  0.09
H (-4.902, 0.409, 1.136)  -0.04
H (-6.236, 2.191, 1.651)  0.22
H (-7.574, 2.696, 0.392)  0.30
H (-5.813, 2.287, -0.214)  0.08
H (3.082, -1.345, 0.344)  0.18
H (3.539, 0.749, 1.520)  0.04
H (4.852, -0.258, 1.378)  0.36
H (-1.443, -0.059, 1.318)  0.26
H (-2.189, -1.480, -1.519)  0.16
Sn (0.626, 2.405, -2.932)  0.95

## Properties
**Energy above the lowest of the compared OMol25 structures with the same formula, charge and spin**: 426.24 kcal per mole
**Gap between HOMO and LUMO**: 4.01 eV
**Lowest unoccupied orbital energy**: -9.389 eV
**HOMO energy**: -13.4 eV
**Charge**: +2

---

Number 1: energy -7740.70568 Ha. Number 2: energy -328.00005 Ha. Number 3: energy -343.41158 Ha. Number 4: energy -269.24988 Ha. Number 5: energy -2399.85827 Ha. Number 6: energy -1207.62279 Ha. Number 7: energy -232.95899 Ha. Number 8: energy -4279.32155 Ha.